Entry 1:
The following is a quantum chemistry calculation of 6 unconnected molecules or ions with the total composition C18H28N12O5S2 at a distorted geometry, from the Open Molecules 2025 dataset.

Computed properties:
**Gap between HOMO and LUMO**: 7.8 eV
**Net charge**: 0
**Lowest unoccupied orbital energy**: -0.111 eV
**Maximum force**: 3.28 eV/Å
**E_HOMO**: -7.93 eV

CARTESIAN COORDINATES (ANGSTROEM)
S (5.06020, -2.04836, -0.66833)
C (5.74421, -2.04196, -2.12932)
N (5.89666, -1.82872, -3.33142)
C (4.88247, -2.49139, -4.14500)
C (5.19683, -3.67204, -4.97063)
C (4.12157, -4.24674, -5.76033)
C (2.75848, -3.70967, -5.76495)
C (2.42084, -2.53767, -4.93579)
C (3.52739, -1.96383, -4.13755)
S (3.05136, -0.53110, -3.09893)
C (1.39559, -1.08615, -2.53709)
C (0.94587, -0.88937, -1.17196)
C (-0.39573, -1.42080, -0.83589)
C (-1.20256, -2.06408, -1.85535)
C (-0.74306, -2.25281, -3.24505)
C (0.59502, -1.76586, -3.57761)
N (1.09658, -1.97913, -4.91363)
H (6.23215, -4.09435, -4.95124)
H (4.31576, -5.15609, -6.38215)
H (1.95048, -4.17506, -6.37616)
H (1.61116, -0.39565, -0.42502)
H (-0.72678, -1.29989, 0.22424)
H (-2.21394, -2.46680, -1.59369)
H (-1.36568, -2.74587, -4.02460)
H (0.44866, -2.53242, -5.47872)
C (-3.82332, 0.94638, -3.34388)
O (-4.41301, -0.08643, -3.63469)
N (-2.46432, 1.01729, -3.27934)
N (-4.46837, 2.10581, -3.06062)
H (-1.95767, 1.85075, -3.04505)
H (-1.95262, 0.17504, -3.48150)
H (-5.47195, 2.09206, -3.09922)
H (-3.99953, 2.96327, -2.81474)
C (1.81119, -1.61113, 2.38930)
O (2.10053, -0.46419, 2.07132)
N (2.71285, -2.62446, 2.35173)
N (0.56257, -1.95020, 2.80333)
H (2.50472, -3.57276, 2.60389)
H (3.64235, -2.39216, 2.04708)
H (-0.11984, -1.21206, 2.83579)
H (0.29071, -2.87760, 3.07308)
C (1.06705, 1.35146, 5.99320)
O (0.42489, 1.38383, 7.03076)
N (2.00062, 2.28891, 5.67836)
N (0.90120, 0.37486, 5.05966)
H (2.53707, 2.27937, 4.83037)
H (2.15068, 3.02748, 6.34312)
H (0.22204, -0.33856, 5.25726)
H (1.41689, 0.33340, 4.19480)
C (-3.63790, 2.31546, 5.56536)
O (-3.74239, 2.86025, 4.47588)
N (-2.50261, 1.68251, 5.96150)
N (-4.65170, 2.29717, 6.47525)
H (-2.39419, 1.22998, 6.85028)
H (-1.73226, 1.67680, 5.31647)
H (-5.50752, 2.75590, 6.21695)
H (-4.58703, 1.85674, 7.37373)
C (-2.98025, 4.64370, -0.54437)
O (-3.66382, 4.49417, -1.54911)
N (-3.28009, 4.04705, 0.63756)
N (-1.86307, 5.42057, -0.52884)
H (-2.73528, 4.15520, 1.47325)
H (-4.09969, 3.46498, 0.66304)
H (-1.61089, 5.87836, -1.38723)
H (-1.28958, 5.55660, 0.28245)

Entry 2:
The following is a quantum chemistry calculation of 6 unconnected molecules or ions with the total composition C33H83N5O11 at a distorted geometry, from the Open Molecules 2025 dataset.

Computed properties:
**Gap between HOMO and LUMO**: 9.0 eV
**Energy relative to the best compared isomer or geometry (same formula, charge and spin)**: 0.0 kcal per mole
**Net charge**: 0
**Lowest unoccupied orbital energy**: 0.577 eV
**Maximum force**: 1.81 eV/Å
**E_HOMO**: -8.44 eV

CARTESIAN COORDINATES (ANGSTROEM)
C (-14.10167, 20.34596, 18.90658)
C (-14.91602, 20.96479, 17.76607)
C (-14.13075, 21.92298, 16.89078)
O (-15.63931, 19.99608, 17.01784)
H (-13.29000, 19.76288, 18.45617)
H (-14.74950, 19.63346, 19.41618)
H (-13.72550, 21.11668, 19.57148)
H (-15.72551, 21.49914, 18.28009)
H (-14.84659, 22.48834, 16.29450)
H (-13.48829, 21.34816, 16.21977)
H (-13.55686, 22.58307, 17.53610)
H (-15.05631, 19.28938, 16.72197)
C (-11.42982, 21.71673, 9.88443)
O (-10.45495, 21.86911, 10.89574)
C (-9.73574, 23.06362, 10.76528)
C (-8.45394, 22.96642, 11.55488)
N (-8.70350, 22.52917, 12.91722)
C (-7.74020, 22.96243, 13.89662)
C (-6.37490, 22.32265, 13.67890)
O (-5.68405, 23.03132, 12.65770)
C (-4.70787, 22.29107, 11.97843)
H (-10.97916, 21.47622, 8.91836)
H (-12.06709, 22.60594, 9.79976)
H (-12.09928, 20.91179, 10.18944)
H (-10.26126, 23.95475, 11.15214)
H (-9.50740, 23.26698, 9.71234)
H (-7.89651, 23.90872, 11.48645)
H (-7.80288, 22.21697, 11.08578)
H (-9.67019, 22.58613, 13.19403)
H (-8.06560, 22.64460, 14.89095)
H (-7.58027, 24.05466, 13.92584)
H (-6.57974, 21.28297, 13.39055)
H (-5.71808, 22.37341, 14.55484)
H (-3.80505, 22.21146, 12.60132)
H (-4.48605, 22.75278, 11.02005)
H (-5.01960, 21.25618, 11.77410)
C (-10.29659, 24.43224, 21.23170)
O (-9.97570, 23.15167, 20.78877)
C (-10.76494, 22.76551, 19.67000)
C (-9.93542, 21.87775, 18.76769)
N (-9.48890, 20.69678, 19.50082)
C (-8.72280, 19.76974, 18.66462)
C (-7.24833, 20.14600, 18.56005)
O (-6.67739, 19.83881, 19.82897)
C (-5.27952, 19.93917, 19.83484)
H (-11.37523, 24.52569, 21.43223)
H (-10.08666, 25.21888, 20.48547)
H (-9.72112, 24.72163, 22.10908)
H (-11.12329, 23.61479, 19.07746)
H (-11.62208, 22.21336, 20.07659)
H (-9.06468, 22.48274, 18.45921)
H (-10.50354, 21.63036, 17.86928)
H (-8.86551, 21.02578, 20.23136)
H (-9.19185, 19.63513, 17.69231)
H (-8.71175, 18.82210, 19.20878)
H (-7.07966, 21.19993, 18.31505)
H (-6.76868, 19.49555, 17.81347)
H (-4.80903, 19.05796, 19.37125)
H (-4.97517, 19.90026, 20.88054)
H (-4.91630, 20.82895, 19.31473)
C (-14.57955, 24.38239, 19.64549)
O (-13.99669, 24.75082, 18.42228)
C (-13.42927, 26.02726, 18.45484)
C (-12.73674, 26.30412, 17.14337)
N (-11.59693, 25.39570, 17.01340)
C (-10.82015, 25.62605, 15.77723)
C (-11.41438, 24.89378, 14.59302)
O (-11.69210, 23.55485, 14.95713)
C (-12.13395, 22.79824, 13.85527)
H (-14.53448, 23.30789, 19.81051)
H (-15.62924, 24.71045, 19.68280)
H (-14.11491, 24.86956, 20.51266)
H (-12.67269, 26.14352, 19.24979)
H (-14.19561, 26.78882, 18.68217)
H (-12.40452, 27.33160, 17.01713)
H (-13.47915, 26.04400, 16.37332)
H (-11.93323, 24.44196, 16.92416)
H (-9.82340, 25.26220, 16.02910)
H (-10.79322, 26.67547, 15.48145)
H (-10.64323, 24.91639, 13.80353)
H (-12.32962, 25.37394, 14.22358)
H (-13.16622, 23.08324, 13.60818)
H (-12.08790, 21.73059, 14.05733)
H (-11.51614, 22.98918, 12.97308)
C (-8.10945, 27.45719, 11.65848)
O (-7.18878, 28.15733, 12.44269)
C (-7.51961, 28.20130, 13.80122)
C (-8.78582, 28.96274, 14.17851)
N (-8.92144, 28.86587, 15.60924)
C (-10.14147, 29.42160, 16.16973)
C (-10.13069, 29.15244, 17.66530)
O (-8.93770, 29.66330, 18.20112)
C (-8.88248, 29.51832, 19.60115)
H (-7.71521, 27.32414, 10.65368)
H (-9.09035, 27.94574, 11.53905)
H (-8.35018, 26.47264, 12.09301)
H (-6.65630, 28.63649, 14.31498)
H (-7.57646, 27.19740, 14.25501)
H (-9.65520, 28.48062, 13.72216)
H (-8.71380, 29.99736, 13.80913)
H (-8.13536, 29.15790, 16.17229)
H (-10.98207, 28.91143, 15.69287)
H (-10.22227, 30.50886, 16.00989)
H (-10.22713, 28.06518, 17.79809)
H (-10.97934, 29.66018, 18.14554)
H (-7.93882, 29.94683, 19.93346)
H (-8.91979, 28.47389, 19.93217)
H (-9.70798, 30.05361, 20.08733)
C (-17.52869, 27.37343, 20.18872)
O (-18.17766, 26.64398, 19.17341)
C (-17.44469, 26.63673, 17.96414)
C (-18.37140, 26.08879, 16.89369)
N (-17.78981, 26.15882, 15.54130)
C (-16.51646, 25.44263, 15.43602)
C (-15.75373, 25.73370, 14.15428)
O (-14.65262, 26.61135, 14.37646)
C (-15.06006, 27.90222, 14.76472)
H (-17.38330, 28.41183, 19.86490)
H (-16.54867, 26.93972, 20.42249)
H (-18.17228, 27.35622, 21.06388)
H (-16.58623, 25.96571, 18.10968)
H (-17.06435, 27.63262, 17.70173)
H (-19.23554, 26.75531, 16.90720)
H (-18.67365, 25.07784, 17.19207)
H (-18.43440, 25.59074, 14.99644)
H (-16.59693, 24.36477, 15.66738)
H (-15.82218, 25.70790, 16.24088)
H (-16.40111, 26.17516, 13.38856)
H (-15.25752, 24.82124, 13.82209)
H (-14.20606, 28.55964, 14.89886)
H (-15.74130, 27.90826, 15.61897)
H (-15.67249, 28.33054, 13.95253)

Entry 3:
The following is a quantum chemistry calculation of 2 unconnected molecules or ions with the total composition C2H8N2O2 at a distorted geometry, from the Open Molecules 2025 dataset.

Computed properties:
**Gap between HOMO and LUMO**: 10.0 eV
**Energy relative to the best compared isomer or geometry (same formula, charge and spin)**: 78.6 kcal per mole
**Net charge**: 0
**Lowest unoccupied orbital energy**: 0.554 eV
**Maximum force**: 5.54 eV/Å
**E_HOMO**: -9.44 eV

CARTESIAN COORDINATES (ANGSTROEM)
C (1.19421, 0.80032, 0.32690)
C (0.38596, 1.34352, 1.44984)
N (-0.23512, -1.86713, -2.10376)
N (-0.88412, 0.84548, 1.33430)
O (0.72541, 1.92713, 2.42868)
O (-1.12798, -1.64985, -1.04214)
H (1.29906, -0.22624, 0.46147)
H (0.84833, 0.94927, -0.64414)
H (2.33144, 1.18076, 0.45438)
H (-1.64982, 1.20632, 1.86888)
H (0.58661, -2.10646, -1.50406)
H (-0.25643, -0.93967, -2.57708)
H (-1.14583, -0.03085, 0.98173)
H (-2.07173, -1.43259, -1.43500)

Entry 4:
The following is a quantum chemistry calculation of a molecular structure, C13H19ClN2O3Pb at a distorted geometry, from the Open Molecules 2025 dataset.

Computed properties:
**Gap between HOMO and LUMO (spin up / spin down)**: 6.1 / 5.1 eV
**Net charge**: +2
**Lowest unoccupied orbital energy (spin up / spin down)**: -9.453 / -10.422 eV
**Maximum force**: 6.22 eV/Å
**E_HOMO (spin up / spin down)**: -15.52 / -15.53 eV

CARTESIAN COORDINATES (ANGSTROEM)
Cl (-4.08160, 0.44110, -2.82950)
C (0.53653, -2.66835, -2.89618)
C (1.64207, -1.92591, -2.47377)
C (1.49719, -0.61431, -2.97050)
H (2.45088, -2.30605, -1.87804)
C (0.28016, -0.50837, -3.71263)
C (-0.29133, -1.82055, -3.65535)
H (-1.27729, -2.03530, -3.98602)
H (0.35614, -3.69587, -2.64716)
H (2.12691, 0.20929, -2.75297)
C (-0.36148, 0.70577, -4.19522)
Pb (-0.76379, -0.39759, -1.24813)
C (0.19508, -2.82058, 0.56956)
C (-3.02040, -1.40384, -0.97137)
O (0.16365, -3.16436, 1.67667)
O (-3.91160, -1.40766, -0.23246)
H (-0.06079, 1.61696, -3.67833)
H (-1.45133, 0.72151, -4.12413)
H (-0.11303, 0.88227, -5.23846)
C (2.13960, 0.10821, 0.71156)
N (1.34047, 0.58020, 1.86679)
C (2.11972, 0.83952, 3.08409)
C (0.05318, 0.90512, 1.72605)
O (-0.50269, 0.80011, 0.55443)
N (-0.83131, 1.26045, 2.65493)
C (-0.66901, 1.77824, 4.00525)
C (-2.19402, 1.37483, 2.15431)
H (3.18162, 0.17737, 1.01789)
H (2.01758, 0.69463, -0.19056)
H (1.92236, -0.93970, 0.46199)
H (2.05044, 1.90375, 3.34535)
H (1.73456, 0.25626, 3.92471)
H (3.15880, 0.56633, 2.84853)
H (-0.92238, 2.86724, 4.04630)
H (-1.35613, 1.23479, 4.69181)
H (0.39193, 1.62319, 4.27450)
H (-2.21593, 1.94919, 1.22856)
H (-2.54408, 0.38276, 1.88141)
H (-2.79070, 1.82932, 2.95607)